# 1
This record from the Open Molecules 2025 dataset describes a molecular structure, C27H29Br4N3O6SSiTl. The level of theory is wB97M-V/def2-TZVPD.

Calculated values
* LUMO: 1.49 eV
* charge: -1
* HOMO level: -4.354 eV
* calculated total energy: -12818.17504 a.u.
* Kohn-Sham gap: 5.84 eV
* energy relative to the best compared isomer or geometry (same formula, charge and spin): 0.939 eV

CARTESIAN COORDINATES (ANGSTROEM)
Tl (-1.897, -2.192, -0.038)
C (-4.227, -2.633, 2.297)
C (-2.895, -2.625, 2.681)
C (-2.190, -3.574, 1.874)
C (-3.175, -4.182, 1.003)
C (-4.402, -3.580, 1.257)
H (-4.999, -1.989, 2.696)
H (-2.451, -2.005, 3.446)
H (-1.217, -3.994, 2.092)
H (-2.978, -4.990, 0.314)
H (-5.322, -3.782, 0.729)
Br (3.316, -2.502, -5.079)
C (1.755, -2.869, -4.078)
C (0.848, -3.826, -4.490)
Br (1.143, -4.807, -6.080)
C (-0.307, -4.065, -3.726)
Br (-1.596, -5.352, -4.245)
C (-0.586, -3.369, -2.551)
O (-1.657, -3.562, -1.843)
C (0.368, -2.380, -2.117)
O (0.121, -1.716, -1.019)
C (1.500, -2.160, -2.892)
Br (2.690, -0.806, -2.271)
C (4.387, 4.680, -0.126)
C (4.687, 3.315, -0.714)
S (4.925, 2.278, 1.702)
O (5.790, 1.234, 2.259)
O (5.432, 2.440, 0.155)
C (3.360, 1.479, 1.347)
C (2.766, 0.920, 2.631)
N (1.370, 0.549, 2.419)
C (0.932, -0.639, 1.937)
N (-0.390, -0.658, 1.814)
C (-0.835, 0.540, 2.253)
C (0.230, 1.316, 2.603)
N (0.212, 2.686, 2.977)
O (-0.865, 3.170, 3.267)
O (1.269, 3.312, 2.959)
C (1.815, -1.779, 1.586)
H (3.999, 5.325, -0.915)
H (5.292, 5.135, 0.278)
H (3.641, 4.639, 0.670)
H (5.322, 3.406, -1.593)
H (3.769, 2.807, -1.020)
H (3.544, 0.702, 0.601)
H (2.689, 2.238, 0.941)
H (2.805, 1.655, 3.430)
H (3.310, 0.039, 2.958)
H (-1.875, 0.815, 2.251)
H (2.850, -1.620, 1.880)
H (1.755, -1.931, 0.508)
H (1.441, -2.682, 2.068)
C (-4.747, 0.134, -0.544)
Si (-2.983, -0.141, -1.082)
C (-2.856, -0.499, -2.903)
C (-1.941, 1.363, -0.666)
C (-0.614, 1.436, -1.108)
C (0.168, 2.543, -0.817)
C (-0.346, 3.591, -0.061)
C (-1.656, 3.534, 0.388)
C (-2.446, 2.432, 0.077)
H (-5.190, 0.977, -1.083)
H (-4.816, 0.326, 0.528)
H (-5.336, -0.760, -0.757)
H (-3.344, 0.290, -3.481)
H (-3.309, -1.461, -3.145)
H (-1.806, -0.550, -3.201)
H (-0.177, 0.604, -1.647)
H (1.185, 2.579, -1.189)
H (0.272, 4.450, 0.178)
H (-2.060, 4.340, 0.987)
H (-3.468, 2.403, 0.439)


# 2
This record from the Open Molecules 2025 dataset describes a molecular structure, C27H29BrN4S4Tb. The level of theory is wB97M-V/def2-TZVPD.

Calculated values
* multiplicity: 7
* LUMO (spin up / spin down): -2.61 / -2.60 eV
* charge: +1
* HOMO level (spin up / spin down): -9.822 / -9.812 eV
* calculated total energy: -6256.49007 a.u.
* Kohn-Sham gap (spin up / spin down): 7.21 / 7.21 eV
* energy relative to the best compared isomer or geometry (same formula, charge and spin): 0.000 eV

CARTESIAN COORDINATES (ANGSTROEM)
Tb (-0.289, 0.300, 0.274)
S (-2.430, 1.244, 1.596)
C (-3.169, 2.251, 0.342)
C (-3.646, 3.530, 0.637)
C (-4.267, 4.306, -0.328)
C (-4.447, 3.818, -1.617)
C (-3.996, 2.545, -1.930)
C (-3.346, 1.785, -0.967)
S (-2.729, 0.150, -1.316)
C (-2.070, 0.375, -2.987)
C (-0.895, -0.548, -3.227)
C (-0.579, -0.877, -4.542)
C (0.423, -1.792, -4.782)
C (1.017, -2.422, -3.699)
C (0.633, -2.065, -2.417)
C (1.086, -2.905, -1.254)
S (1.910, -1.922, 0.010)
C (1.542, -2.783, 1.505)
C (2.600, -3.365, 2.203)
C (2.371, -3.991, 3.416)
C (1.074, -4.038, 3.914)
C (0.025, -3.464, 3.217)
C (0.228, -2.812, 1.996)
S (-1.157, -2.095, 1.160)
N (-0.246, -1.070, -2.178)
H (-3.529, 3.906, 1.646)
H (-4.628, 5.293, -0.067)
H (-4.955, 4.411, -2.364)
H (-4.169, 2.144, -2.921)
H (-1.808, 1.423, -3.123)
H (-2.833, 0.152, -3.733)
H (-1.134, -0.426, -5.354)
H (0.703, -2.053, -5.794)
H (1.743, -3.210, -3.838)
H (1.746, -3.698, -1.600)
H (0.197, -3.341, -0.792)
H (3.597, -3.326, 1.785)
H (3.190, -4.443, 3.958)
H (0.875, -4.526, 4.860)
H (-0.979, -3.505, 3.618)
N (1.294, 0.385, 2.295)
C (2.739, 0.667, 2.126)
C (2.946, 2.035, 1.482)
C (3.022, 2.062, -0.041)
N (2.055, 1.155, -0.710)
H (0.903, 1.067, 2.944)
H (1.163, -0.525, 2.735)
H (3.177, -0.133, 1.525)
H (3.244, 0.628, 3.094)
H (3.870, 2.473, 1.864)
H (2.146, 2.693, 1.824)
H (4.034, 1.809, -0.365)
H (2.825, 3.077, -0.390)
H (2.481, 0.236, -0.775)
H (1.949, 1.458, -1.674)
Br (-0.185, 4.010, 2.209)
C (-0.309, 4.081, 0.327)
C (-0.463, 5.347, -0.231)
C (-0.553, 5.454, -1.603)
C (-0.456, 4.303, -2.373)
C (-0.296, 3.103, -1.717)
N (-0.250, 2.968, -0.385)
H (-0.515, 6.214, 0.411)
H (-0.689, 6.423, -2.063)
H (-0.503, 4.329, -3.452)
H (-0.186, 2.185, -2.285)


# 3
This record from the Open Molecules 2025 dataset describes a molecular structure, C27H29BrNOPtS2Te. The level of theory is wB97M-V/def2-TZVPD.

Calculated values
* multiplicity: 2
* LUMO (spin up / spin down): 4.26 / 4.26 eV
* charge: -2
* HOMO level (spin up / spin down): -1.309 / -1.399 eV
* calculated total energy: -4934.05284 a.u.
* Kohn-Sham gap (spin up / spin down): 5.57 / 5.66 eV
* energy relative to the best compared isomer or geometry (same formula, charge and spin): 0.943 eV

CARTESIAN COORDINATES (ANGSTROEM)
Pt (0.064, 0.004, 0.253)
C (-2.297, -2.840, 3.000)
C (-1.401, -2.264, 1.929)
S (-1.056, -0.565, 2.102)
C (-0.890, -2.978, 0.907)
C (-1.173, -4.439, 0.680)
S (0.123, -2.202, -0.284)
H (-2.592, -2.059, 3.701)
H (-1.800, -3.631, 3.571)
H (-3.211, -3.262, 2.572)
H (-1.803, -4.851, 1.471)
H (-0.247, -5.020, 0.647)
H (-1.685, -4.593, -0.275)
Br (2.228, 1.284, -0.491)
C (-2.022, 1.610, -9.167)
C (-1.787, 1.667, -7.679)
C (-2.747, 2.173, -6.815)
C (-2.546, 2.222, -5.435)
C (-3.661, 2.786, -4.590)
C (-1.347, 1.740, -4.871)
Te (-0.979, 1.827, -2.700)
N (-0.912, 1.683, -0.111)
C (-1.407, 2.626, 0.666)
O (-2.237, 3.499, 0.256)
C (-1.024, 2.756, 2.124)
C (-2.035, 2.890, 3.074)
C (-1.732, 3.024, 4.420)
C (-0.405, 3.060, 4.836)
C (0.607, 2.959, 3.890)
C (0.302, 2.802, 2.542)
C (-2.677, 0.598, -2.315)
C (-3.618, 1.085, -1.406)
C (-4.742, 0.338, -1.088)
C (-4.937, -0.909, -1.671)
C (-3.989, -1.402, -2.553)
C (-2.846, -0.667, -2.886)
C (-1.842, -1.283, -3.826)
C (-0.372, 1.233, -5.750)
C (0.950, 0.671, -5.270)
C (-0.602, 1.206, -7.125)
H (-2.945, 2.127, -9.436)
H (-2.104, 0.578, -9.519)
H (-1.202, 2.077, -9.719)
H (-3.681, 2.552, -7.223)
H (-4.296, 3.447, -5.185)
H (-3.270, 3.335, -3.733)
H (-4.286, 1.987, -4.184)
H (-3.062, 2.887, 2.730)
H (-2.530, 3.100, 5.150)
H (-0.163, 3.161, 5.889)
H (1.646, 2.987, 4.202)
H (1.088, 2.692, 1.810)
H (-3.430, 2.042, -0.926)
H (-5.457, 0.727, -0.372)
H (-5.809, -1.505, -1.422)
H (-4.116, -2.390, -2.983)
H (-1.973, -2.366, -3.867)
H (-0.827, -1.067, -3.485)
H (-1.939, -0.883, -4.840)
H (1.072, 0.768, -4.194)
H (1.787, 1.176, -5.760)
H (1.021, -0.392, -5.519)
H (0.172, 0.805, -7.778)


# 4
This record from the Open Molecules 2025 dataset describes 3 unconnected molecules or ions with the total composition C27H29BrO8. The level of theory is wB97M-V/def2-TZVPD.

Calculated values
* LUMO: -1.65 eV
* charge: 0
* HOMO level: -8.906 eV
* calculated total energy: -4222.10449 a.u.
* Kohn-Sham gap: 7.25 eV

CARTESIAN COORDINATES (ANGSTROEM)
C (4.943, 2.316, 1.381)
C (3.896, 1.234, 1.393)
C (4.102, 0.029, 2.080)
C (3.114, -0.953, 2.093)
C (1.880, -0.800, 1.438)
C (0.864, -1.918, 1.552)
C (0.072, -2.212, 0.282)
C (-0.087, -1.626, 2.733)
C (1.687, 0.412, 0.780)
O (0.455, 0.726, 0.214)
C (0.383, 0.646, -1.183)
O (-0.972, 0.925, -1.517)
C (-1.406, 2.095, -0.989)
O (-0.898, 3.145, -1.190)
O (-2.554, 1.925, -0.300)
C (-2.372, 1.982, 1.136)
C (-3.728, 2.259, 1.765)
C (-4.427, 1.022, 2.322)
Br (-3.397, 3.487, 3.265)
C (2.665, 1.409, 0.754)
H (5.921, 1.901, 1.151)
H (5.003, 2.795, 2.358)
H (4.683, 3.087, 0.660)
H (5.032, -0.138, 2.608)
H (3.286, -1.878, 2.630)
H (1.454, -2.813, 1.752)
H (0.733, -2.400, -0.564)
H (-0.629, -1.412, 0.054)
H (-0.536, -3.097, 0.450)
H (-0.170, -0.551, 2.884)
H (-1.085, -2.000, 2.504)
H (0.257, -2.097, 3.650)
H (1.037, 1.374, -1.666)
H (0.592, -0.348, -1.560)
H (-1.955, 1.037, 1.481)
H (-1.656, 2.764, 1.368)
H (-4.364, 2.774, 1.054)
H (-3.690, 0.292, 2.654)
H (-5.042, 1.267, 3.181)
H (-5.039, 0.562, 1.548)
H (2.453, 2.338, 0.238)
O (2.603, -0.385, -2.907)
C (3.487, 0.049, -3.615)
C (3.326, 0.142, -5.087)
C (4.300, 0.620, -5.855)
C (5.587, 1.083, -5.272)
O (6.472, 1.520, -5.973)
C (5.744, 0.991, -3.798)
C (4.770, 0.512, -3.029)
H (2.380, -0.200, -5.487)
H (4.210, 0.698, -6.931)
H (6.689, 1.334, -3.396)
H (4.855, 0.434, -1.952)
O (-2.965, -3.204, 0.487)
C (-4.086, -2.742, 0.534)
C (-5.145, -3.358, 1.372)
C (-6.374, -2.851, 1.409)
C (-6.737, -1.650, 0.611)
O (-7.857, -1.189, 0.647)
C (-5.676, -1.038, -0.228)
C (-4.445, -1.540, -0.261)
H (-4.856, -4.232, 1.941)
H (-7.164, -3.280, 2.011)
H (-5.965, -0.166, -0.801)
H (-3.654, -1.109, -0.863)


# 5
This record from the Open Molecules 2025 dataset describes a molecular structure, C27H29ClNdP in a non-equilibrium geometry. The level of theory is wB97M-V/def2-TZVPD.

Calculated values
* multiplicity: 4
* LUMO (spin up / spin down): 0.55 / 0.56 eV
* charge: 0
* HOMO level (spin up / spin down): -7.223 / -7.251 eV
* calculated total energy: -2409.24579 a.u.
* Kohn-Sham gap (spin up / spin down): 7.77 / 7.81 eV
* energy relative to the best compared isomer or geometry (same formula, charge and spin): 0.000 eV

CARTESIAN COORDINATES (ANGSTROEM)
C (-0.829, -1.959, 3.102)
C (-0.670, -2.236, 1.711)
C (0.718, -2.453, 1.459)
H (-1.479, -2.352, 0.984)
C (1.426, -2.301, 2.696)
C (0.470, -1.975, 3.708)
H (0.682, -1.857, 4.772)
H (-1.778, -1.847, 3.617)
H (1.148, -2.768, 0.503)
H (2.495, -2.446, 2.841)
Nd (0.592, 0.128, 2.190)
Cl (2.977, 1.063, 1.900)
P (0.247, -0.065, -1.293)
C (1.485, -1.145, -2.069)
C (1.233, -1.943, -3.198)
H (0.244, -1.954, -3.656)
C (2.254, -2.736, -3.732)
H (2.055, -3.350, -4.610)
C (3.524, -2.749, -3.150)
H (4.320, -3.362, -3.573)
C (3.769, -1.974, -2.011)
H (4.755, -1.989, -1.543)
C (2.762, -1.183, -1.468)
H (2.953, -0.590, -0.570)
C (-1.374, -0.556, -1.946)
C (-1.784, -1.898, -1.814)
H (-1.088, -2.646, -1.428)
C (-3.080, -2.271, -2.160)
H (-3.387, -3.310, -2.044)
C (-3.986, -1.321, -2.643)
H (-4.999, -1.617, -2.908)
C (-3.588, 0.013, -2.760)
H (-4.294, 0.760, -3.118)
C (-2.296, 0.401, -2.408)
H (-2.001, 1.449, -2.479)
C (0.599, 1.605, -1.949)
C (1.171, 1.812, -3.216)
H (1.442, 0.956, -3.841)
C (1.398, 3.112, -3.672)
H (1.826, 3.269, -4.659)
C (1.084, 4.212, -2.867)
H (1.262, 5.224, -3.224)
C (0.550, 4.006, -1.592)
H (0.314, 4.857, -0.951)
C (0.309, 2.716, -1.130)
H (-0.103, 2.558, -0.130)
C (-1.840, 0.838, 5.016)
C (-1.176, 1.868, 4.081)
C (0.323, 2.021, 4.425)
C (-1.414, 1.572, 2.602)
H (-1.340, -0.140, 5.004)
H (-2.888, 0.674, 4.735)
H (-1.827, 1.203, 6.051)
H (-1.637, 2.837, 4.333)
H (0.924, 1.074, 4.384)
H (0.814, 2.783, 3.798)
H (0.427, 2.345, 5.466)
H (-1.276, 2.477, 1.998)
H (-2.416, 1.161, 2.436)


# 6
This record from the Open Molecules 2025 dataset describes a molecular structure, C27H29Co2N3O6 in a non-equilibrium geometry. The level of theory is wB97M-V/def2-TZVPD.

Calculated values
* LUMO: -1.30 eV
* charge: 0
* HOMO level: -5.397 eV
* calculated total energy: -4427.26949 a.u.
* Kohn-Sham gap: 4.09 eV

CARTESIAN COORDINATES (ANGSTROEM)
O (2.966, 4.292, 2.757)
C (2.038, 3.711, 3.134)
Co (0.597, 2.909, 3.711)
C (-0.313, 4.264, 4.346)
O (-0.946, 5.138, 4.769)
C (-0.455, 2.538, 2.361)
O (-1.225, 2.297, 1.523)
C (0.379, 1.487, 5.121)
C (-0.796, 0.751, 4.851)
C (-2.082, 0.890, 5.217)
C (-3.281, 0.542, 4.493)
C (-4.457, 1.304, 4.742)
C (-5.621, 1.064, 4.025)
C (-5.639, 0.023, 3.077)
C (-4.506, -0.784, 2.863)
C (-3.332, -0.530, 3.575)
Co (0.668, 0.043, 4.166)
C (2.303, 0.373, 3.652)
O (3.406, 0.563, 3.342)
C (-0.001, -0.493, 2.660)
O (-0.355, -0.857, 1.618)
C (0.737, -1.474, 5.127)
O (0.831, -2.450, 5.740)
H (0.705, 1.808, 6.112)
H (-2.249, 1.431, 6.168)
H (-4.419, 2.107, 5.484)
H (-6.511, 1.683, 4.190)
H (-6.552, -0.189, 2.523)
H (-4.510, -1.614, 2.147)
H (-2.426, -1.133, 3.464)
C (0.434, -12.826, -2.505)
C (-0.536, -11.716, -2.100)
C (-0.224, -10.383, -2.758)
C (-1.195, -9.244, -2.396)
N (-0.614, -8.205, -1.525)
C (-0.401, -8.324, -0.152)
C (0.205, -7.195, 0.253)
N (0.382, -6.384, -0.864)
C (0.898, -4.992, -0.855)
C (-0.279, -3.981, -0.806)
C (-1.072, -3.965, -2.131)
C (-1.382, -2.489, -2.441)
C (-0.410, -1.666, -1.581)
N (-0.060, -2.576, -0.471)
C (-0.124, -7.026, -1.929)
H (0.147, -13.780, -2.053)
H (0.449, -12.958, -3.592)
H (1.454, -12.596, -2.178)
H (-1.560, -12.011, -2.359)
H (-0.519, -11.605, -1.010)
H (0.807, -10.088, -2.532)
H (-0.279, -10.518, -3.846)
H (-1.522, -8.741, -3.312)
H (-2.079, -9.656, -1.891)
H (-0.716, -9.190, 0.409)
H (0.535, -6.908, 1.236)
H (1.553, -4.876, 0.021)
H (1.490, -4.846, -1.778)
H (-0.953, -4.338, -0.001)
H (-0.504, -4.447, -2.940)
H (-1.981, -4.555, -1.982)
H (-1.304, -2.290, -3.513)
H (-2.406, -2.285, -2.117)
H (0.493, -1.408, -2.185)
H (-0.873, -0.725, -1.234)
H (0.811, -2.342, -0.015)
H (-0.125, -6.677, -2.955)